1.
{
  "formula": "H18HeO9",
  "method": "ωB97M-V/def2-TZVPD",
  "total_energy_ha": -690.84467,
  "homo_lumo_gap_ev": 10.4,
  "de_lowest_ev": 0.553,
  "e_homo_ev": -10.42,
  "species": ["He", "O", "H", "H", "O", "H", "H", "O", "H", "H", "O", "H", "H", "O", "H", "H", "O", "H", "H", "O", "H", "H", "O", "H", "H", "O", "H", "H"],
  "xyz": [[-2.92986, -2.03179, -14.93828], [-0.20226, -4.50905, -14.71406], [0.57084, -4.99234, -15.00558], [-0.07907, -4.40585, -13.77045], [-1.98849, 2.24108, -15.36686], [-1.10104, 2.20932, -15.72416], [-2.21992, 1.32441, -15.21727], [-6.74394, -1.59503, -13.77094], [-7.58184, -1.40202, -13.35035], [-6.49686, -2.45478, -13.43034], [-5.65261, 0.79442, -14.94567], [-5.32349, 0.65242, -15.83323], [-6.01733, -0.05183, -14.68671], [-3.24098, -4.31212, -15.91958], [-3.18305, -3.99897, -16.82225], [-2.69982, -5.10151, -15.90423], [-0.65635, -0.49072, -18.30785], [-1.47031, -0.47062, -17.80457], [-0.32916, -1.38371, -18.19947], [-3.47846, -0.23206, -17.19541], [-3.71836, -1.05750, -17.61651], [-3.52820, 0.41816, -17.89610], [0.62889, -2.93282, -16.79477], [1.40940, -2.42235, -16.57927], [0.27330, -3.19731, -15.94634], [-4.88657, -3.82777, -13.50094], [-4.36501, -4.15200, -14.23517], [-4.48734, -2.98751, -13.27553]]
}



2.
{
  "formula": "H18KrO9",
  "method": "ωB97M-V/def2-TZVPD",
  "total_energy_ha": -3441.56569,
  "homo_lumo_gap_ev": 10.5,
  "de_lowest_ev": 0.416,
  "e_homo_ev": -10.60,
  "species": ["Kr", "O", "H", "H", "O", "H", "H", "O", "H", "H", "O", "H", "H", "O", "H", "H", "O", "H", "H", "O", "H", "H", "O", "H", "H", "O", "H", "H"],
  "xyz": [[-0.10008, -0.67523, -1.03123], [-3.52844, 1.22820, -1.47920], [-3.48858, 0.41682, -1.98547], [-3.26490, 0.97268, -0.59519], [-3.10503, -1.08517, -3.30522], [-2.65865, -1.28430, -4.12821], [-3.18531, -1.93130, -2.86492], [0.02059, 1.66848, 1.76236], [0.22439, 2.58135, 1.96574], [-0.92486, 1.66119, 1.61301], [1.43748, -0.42700, 2.87564], [1.03801, 0.39431, 2.58912], [2.37081, -0.31592, 2.69457], [2.09367, 1.79449, -0.11609], [1.30343, 1.43415, 0.28629], [2.56995, 1.02882, -0.43727], [-2.31100, -1.85288, 1.48330], [-2.38636, -1.35832, 2.29937], [-1.46323, -2.29276, 1.54667], [0.33374, 3.21012, -1.72205], [0.80046, 2.67227, -1.08243], [0.76977, 3.02613, -2.55407], [3.71628, -0.62617, -0.58129], [3.62439, -1.49956, -0.96205], [4.34006, -0.17931, -1.15352], [0.29847, -3.00807, 1.83489], [0.78636, -3.41398, 1.11835], [0.68870, -2.13910, 1.92892]]
}



3.
{
  "formula": "H18N2O15Zn2",
  "method": "ωB97M-V/def2-TZVPD",
  "total_energy_ha": -4806.75128,
  "homo_lumo_gap_ev": 4.8,
  "charge": 2,
  "de_lowest_ev": 0.000,
  "e_homo_ev": -13.54,
  "species": ["Zn", "Zn", "N", "O", "O", "O", "N", "O", "O", "O", "O", "H", "H", "O", "H", "H", "O", "H", "H", "O", "H", "H", "O", "H", "H", "O", "H", "H", "O", "H", "H", "O", "H", "H", "O", "H", "H"],
  "xyz": [[-12.64757, -14.46449, -20.82590], [-14.19972, -19.64129, -18.79531], [-12.06878, -12.49517, -18.42199], [-11.62683, -12.64356, -17.28965], [-12.69591, -11.48974, -18.74400], [-11.80775, -13.34597, -19.26679], [-13.42480, -16.50211, -18.53605], [-13.29952, -15.88751, -19.55848], [-13.98337, -17.59910, -18.40818], [-12.87226, -15.99498, -17.62624], [-11.48360, -14.73624, -15.26671], [-11.72691, -14.77549, -16.19164], [-10.55179, -14.51736, -15.27275], [-14.74337, -15.03078, -15.30103], [-14.04106, -15.20014, -15.92899], [-15.34957, -14.45592, -15.76824], [-10.80737, -15.33935, -20.98084], [-10.65661, -16.21277, -20.61940], [-9.93021, -14.99082, -21.14005], [-15.65098, -19.10891, -20.20210], [-16.00561, -19.68081, -20.88284], [-16.27686, -18.38693, -20.14514], [-12.79686, -19.96638, -17.41406], [-12.04893, -19.36988, -17.38219], [-12.94778, -20.21105, -16.50105], [-10.83186, -17.83756, -17.34610], [-11.40250, -17.06985, -17.38103], [-10.20749, -17.70514, -18.05944], [-15.75146, -19.63891, -17.38458], [-16.15130, -20.37311, -16.91842], [-16.35168, -18.90742, -17.24009], [-14.51465, -13.48831, -20.46941], [-15.31122, -13.98071, -20.66756], [-14.82690, -12.68149, -20.05983], [-13.46473, -15.57195, -22.28711], [-14.26961, -15.32521, -22.74268], [-13.01649, -16.16112, -22.89390]]
}